Entry 1:
{
  "formula": "C3H7NO",
  "method": "the ωB97M-V functional and the def2-TZVPD basis",
  "homo_energy_ev": [-8.3432, -8.3427],
  "smiles": "CC(C)=[NH+][O-]",
  "de_lowest_kcal_mol": 86.1,
  "orbital_gap_ev": [9.026, 9.026],
  "e_tot_ev": -6759.01763,
  "symbols": ["C", "C", "C", "N", "O", "H", "H", "H", "H", "H", "H", "H"],
  "coordinates": [[0.0372, -0.0011, -0.1212], [-0.4031, 1.3431, 0.2971], [-0.3654, -1.1912, 0.6691], [0.8789, -0.1332, -1.1949], [1.4418, -1.2611, -1.8718], [-1.1729, 1.1880, 1.0520], [-0.7156, 1.9946, -0.5404], [0.3477, 1.9581, 0.8918], [0.3748, -1.9665, 0.3652], [-1.2575, -1.5749, 0.2967], [-0.3761, -1.0420, 1.7222], [1.2103, 0.6862, -1.5658]],
  "atomic_forces_ev_per_a": [[3.06, -0.91, -2.88], [0.64, 1.60, 0.79], [2.66, -0.63, -1.70], [-1.65, -4.67, 2.21], [-2.09, 3.18, 2.68], [-0.48, 0.27, -0.43], [-0.14, -0.42, 0.49], [-0.35, -0.93, -0.84], [-0.33, 0.28, 0.58], [-2.00, -0.56, -0.35], [-0.10, 0.28, 0.75], [0.78, 2.51, -1.31]]
}

---

Entry 2:
{
  "formula": "C3H7NO",
  "method": "the ωB97M-V functional and the def2-TZVPD basis",
  "homo_energy_ev": [-9.9746, -9.8359],
  "de_lowest_kcal_mol": 160.9,
  "orbital_gap_ev": [9.411, 9.370],
  "e_tot_ev": -6755.77415,
  "symbols": ["C", "C", "C", "N", "O", "H", "H", "H", "H", "H", "H", "H"],
  "coordinates": [[-1.8338, -0.0920, -0.4431], [1.4338, 0.4076, 0.1958], [0.1492, -0.1530, 0.8062], [-0.6771, -0.5323, -0.2681], [0.4074, -1.4881, -1.7295], [-2.4152, -0.2686, -1.3291], [-2.3098, 0.8197, 0.1188], [1.3090, 1.3967, -0.1817], [2.2557, 0.2720, 0.7746], [1.5290, -0.0216, -0.7889], [0.3949, -0.9729, 1.4358], [-0.2432, 0.6324, 1.4091]],
  "atomic_forces_ev_per_a": [[-0.91, 2.80, 0.11], [-2.36, -0.09, -2.30], [1.85, 1.16, -0.33], [-0.55, -1.22, -1.20], [-1.09, 0.44, 0.94], [0.09, -0.84, -0.42], [1.08, -1.86, -0.10], [-0.15, 1.38, 0.71], [2.46, -0.20, 1.62], [0.62, -1.09, 0.00], [0.00, -0.99, 0.34], [-1.03, 0.50, 0.64]]
}

---

Entry 3:
{
  "formula": "C3H7NO",
  "method": "the ωB97M-V functional and the def2-TZVPD basis",
  "homo_energy_ev": -9.3674,
  "smiles": "OC[C@H]1CN1",
  "de_lowest_kcal_mol": 84.0,
  "orbital_gap_ev": 10.389,
  "e_tot_ev": -6759.10621,
  "symbols": ["O", "C", "C", "C", "N", "H", "H", "H", "H", "H", "H", "H"],
  "coordinates": [[0.3120, -1.7806, -0.3617], [-0.8148, -0.9650, -0.2032], [-0.3870, 0.4497, -0.0464], [0.8577, 0.7653, 0.8227], [0.8109, 0.9468, -0.6144], [0.9154, -1.2469, -0.9051], [-1.3645, -1.3059, 0.6889], [-1.5024, -0.9878, -1.0552], [-1.1865, 1.1994, 0.0245], [1.4628, -0.0895, 1.0885], [0.0548, 1.0787, 1.4858], [0.7318, 1.8894, -0.9683]],
  "atomic_forces_ev_per_a": [[0.12, -0.18, -0.44], [-0.28, -0.04, -0.29], [-0.20, -0.37, -0.52], [-1.10, -0.96, 0.14], [-0.06, 0.41, -0.30], [0.08, -0.29, 0.06], [0.16, 0.17, -0.26], [-0.07, -0.48, -0.17], [0.07, -0.43, 0.24], [-0.24, 0.02, 0.28], [1.45, 2.01, 1.17], [0.07, 0.15, 0.09]]
}

---

Entry 4:
{
  "formula": "C3H7NO",
  "method": "the ωB97M-V functional and the def2-TZVPD basis",
  "homo_energy_ev": -7.2362,
  "de_lowest_kcal_mol": 90.3,
  "orbital_gap_ev": 7.694,
  "e_tot_ev": -6758.83471,
  "symbols": ["C", "N", "C", "O", "C", "H", "H", "H", "H", "H", "H", "H"],
  "coordinates": [[-1.9075, 0.4730, -0.0524], [-0.6836, -0.5361, 0.4087], [0.5283, -0.3984, -0.3902], [0.6175, -0.9847, -1.4342], [1.5813, 0.5099, 0.1845], [-0.9967, -1.5032, 0.3364], [-1.5163, 0.8117, -1.0296], [-2.6542, -0.2911, -0.3400], [-0.5247, -0.3106, 1.3860], [1.4601, 1.5185, -0.2206], [2.5592, 0.1355, -0.1231], [1.5365, 0.5754, 1.2745]],
  "atomic_forces_ev_per_a": [[0.14, -0.24, -0.24], [-0.11, -0.13, 0.15], [0.19, -0.14, -0.43], [-0.07, 0.23, 0.63], [0.10, 0.01, 0.01], [-0.04, 0.11, -0.07], [-0.07, 0.02, 0.17], [0.09, 0.22, 0.06], [0.04, -0.04, -0.14], [-0.10, -0.10, 0.02], [-0.13, 0.07, 0.01], [-0.04, -0.01, -0.15]]
}

---

Entry 5:
{
  "formula": "C3H7NO",
  "method": "the ωB97M-V functional and the def2-TZVPD basis",
  "homo_energy_ev": [-16.1623, -16.1774],
  "total_charge": 1,
  "s2": 1.28,
  "de_lowest_kcal_mol": 152.5,
  "orbital_gap_ev": [6.717, 6.912],
  "e_tot_ev": -6746.40689,
  "spin_multiplicity": 2,
  "symbols": ["C", "N", "C", "C", "O", "H", "H", "H", "H", "H", "H", "H"],
  "coordinates": [[-1.2889, -0.1148, 0.3514], [-0.6085, 0.3651, -1.2125], [1.9201, -0.8293, 0.0027], [-1.3893, 1.2637, -0.3512], [-0.9060, 0.0421, 1.5917], [-1.9104, -1.0991, 0.0524], [1.7019, -0.7984, 1.0940], [1.1001, -1.4580, -0.4037], [1.6717, 0.1228, -0.5569], [-0.8389, 2.0394, 0.3498], [2.9808, -0.9768, -0.1676], [-2.4326, 1.4431, -0.7501]],
  "atomic_forces_ev_per_a": [[-1.12, -3.92, 6.08], [-1.26, 2.86, 2.31], [-1.85, 1.34, 0.04], [2.12, 0.59, -1.93], [-1.10, -0.45, -5.93], [1.42, 2.30, 0.57], [0.37, 0.50, -0.70], [1.40, -0.72, -0.12], [0.45, -0.32, 1.12], [-1.07, -1.22, -1.87], [-0.24, -0.86, -0.29], [0.86, -0.09, 0.72]]
}

---

Entry 6:
{
  "formula": "C3H7NO2",
  "method": "the ωB97M-V functional and the def2-TZVPD basis",
  "homo_energy_ev": -9.2246,
  "smiles": "C=CN.O=CO",
  "de_lowest_kcal_mol": 60.4,
  "orbital_gap_ev": 10.135,
  "e_tot_ev": -8807.91173,
  "symbols": ["C", "C", "N", "H", "H", "H", "H", "H", "H", "O", "C", "O", "H"],
  "coordinates": [[0.3001, -1.5702, 0.3521], [0.0337, -2.3729, -0.6739], [-0.0706, -1.8583, 1.7194], [0.9007, -0.6962, 0.1086], [0.2757, -2.0868, -1.7269], [-0.6184, -3.2295, -0.6497], [-1.0161, -2.2105, 1.8340], [-1.0906, 1.7061, 0.2409], [0.6227, -2.4324, 2.1573], [-0.7923, 2.6388, 0.0997], [0.3498, 2.0776, -0.4867], [0.3256, 1.1786, -1.2650], [1.3013, 2.5765, -0.2255]],
  "atomic_forces_ev_per_a": [[0.04, -1.15, -0.20], [-0.48, 0.81, -1.48], [-0.12, 1.13, -0.71], [-0.06, -0.03, 0.65], [0.08, -0.02, 1.12], [0.03, -0.39, 0.53], [0.46, -0.21, -0.19], [-1.78, 1.05, 0.34], [0.04, -0.27, 0.35], [1.80, -2.73, -0.20], [0.73, 2.03, -0.56], [-0.31, -0.42, 0.19], [-0.44, 0.17, 0.17]]
}

---

Entry 7:
{
  "formula": "C3H7NO2",
  "method": "the ωB97M-V functional and the def2-TZVPD basis",
  "homo_energy_ev": -7.6795,
  "smiles": "CO/C(O)=C\\N",
  "de_lowest_kcal_mol": 50.1,
  "orbital_gap_ev": 8.492,
  "e_tot_ev": -8808.35472,
  "symbols": ["C", "O", "C", "O", "C", "N", "H", "H", "H", "H", "H", "H", "H"],
  "coordinates": [[-0.4986, 1.1728, -1.6071], [0.2087, 0.8074, -0.4282], [-0.3586, -0.1247, 0.3690], [-1.7203, -0.1393, 0.2982], [0.3776, -0.9364, 1.1350], [1.7942, -1.0425, 1.0698], [0.1947, 1.7835, -2.1886], [-1.3926, 1.7569, -1.3691], [-0.7896, 0.2918, -2.1897], [-2.0297, -0.9019, 0.8046], [-0.1247, -1.6100, 1.8260], [2.1314, -0.5750, 0.2351], [2.2393, -0.5898, 1.8633]],
  "atomic_forces_ev_per_a": [[-0.12, 0.11, -0.25], [-0.01, -0.10, 0.15], [0.30, -0.24, 0.12], [-0.06, -0.07, 0.13], [-0.27, 0.04, -0.02], [0.08, 0.23, -0.06], [-0.12, -0.09, 0.09], [0.13, -0.10, -0.03], [0.06, 0.10, 0.09], [-0.01, 0.15, -0.11], [0.04, 0.10, -0.12], [0.02, -0.04, 0.08], [-0.04, -0.10, -0.07]]
}

---

Entry 8:
{
  "formula": "C3H7NO2",
  "method": "the ωB97M-V functional and the def2-TZVPD basis",
  "homo_energy_ev": -9.1209,
  "smiles": "N[C@H](C=O)CO",
  "de_lowest_kcal_mol": 65.0,
  "orbital_gap_ev": 9.809,
  "e_tot_ev": -8807.70958,
  "symbols": ["O", "C", "C", "C", "O", "N", "H", "H", "H", "H", "H", "H", "H"],
  "coordinates": [[0.4042, 1.2005, -1.9488], [-0.3029, 0.2690, -1.6468], [-0.5418, -0.2671, -0.2263], [0.0802, 0.8781, 0.7283], [0.3559, 0.4394, 2.0017], [0.0713, -1.5626, -0.1617], [-0.6130, -0.3859, -2.4886], [-1.6456, -0.2146, -0.2652], [0.9744, 1.1047, 0.0933], [-0.8668, 1.5009, 0.8994], [1.2087, 0.6376, 2.4155], [-0.1814, -2.1960, 0.5917], [1.0569, -1.4041, 0.0076]],
  "atomic_forces_ev_per_a": [[-0.47, 0.22, 0.34], [1.63, -0.78, -1.01], [-0.04, 1.88, 0.06], [-2.00, -1.05, -1.33], [0.50, -1.33, 1.81], [0.34, -0.46, 0.00], [-0.62, -0.08, 0.39], [0.22, -0.83, 0.94], [-0.84, 1.20, 1.11], [1.98, 0.55, -1.07], [-0.30, 0.21, -0.91], [-0.63, 0.53, -0.06], [0.23, -0.07, -0.27]]
}